A structure of composition C5H9NO at a distorted geometry, computed with ωB97M-V/def2-TZVPD.

Structure (ORCA input):
```
! RIJCOSX wB97M-V def2-TZVPD def2/J DEFGRID3
* xyz 0 1
C -0.1358 0.9876 0.3488
C 1.2946 1.1430 -0.2208
C -1.1051 -0.0939 -0.3566
C 2.1397 -0.0317 0.1821
C 0.7966 -1.4367 0.2243
N -0.9428 -1.4754 0.2143
O 3.2215 -0.4075 0.3840
H -0.1212 0.7803 1.3840
H -0.6755 1.9710 0.1107
H 1.2809 0.9536 -1.2637
H 1.4738 2.2146 -0.0012
H -2.0739 0.3384 -0.1374
H -1.0706 0.1135 -1.4584
H 1.1499 -2.0831 0.9951
H 0.9148 -1.7657 -0.7496
H -1.1758 -1.6157 1.2273
*
```

Calculated values
- HOMO-LUMO gap (eV) = 9.3558

The molecule's Löwdin atomic charges, reported in e, are given here: number 1, C, carries -0.1991; number 2, C, carries -0.1487; number 3, C, carries -0.2642; number 4, C, carries -0.2808; number 5, C, carries -0.0107; number 6, N, carries -0.0535; number 7, O, carries 0.1438; number 8, H, carries 0.0910; number 9, H, carries 0.1248; number 10, H, carries 0.1084; number 11, H, carries 0.1221; number 12, H, carries 0.0797; number 13, H, carries 0.1176; number 14, H, carries 0.0525; number 15, H, carries 0.0338; number 16, H, carries 0.0832

***

A structure of composition C5H11Cl2 at a distorted geometry, computed with ωB97M-V/def2-TZVPD.

Structure (ORCA input):
```
! RIJCOSX wB97M-V def2-TZVPD def2/J DEFGRID3
* xyz 0 2
Cl -0.5562 3.2832 -0.6984
H -0.2899 1.7000 -0.2227
C -0.8329 0.7811 0.1933
C -2.3059 0.8905 -0.2452
C -0.1399 -0.4828 -0.1089
C 1.2625 -0.5012 0.4384
C 2.1409 -1.6918 -0.1021
Cl 2.2111 0.9754 0.3670
H -0.8018 1.0870 1.2140
H -2.8145 1.8153 0.1167
H -2.4411 0.8518 -1.3353
H -2.8036 0.0324 0.2043
H -0.6532 -1.3286 0.3830
H -0.2515 -0.8288 -1.2129
H 1.1534 -0.6665 1.5152
H 1.8135 -2.5812 0.5009
H 2.1168 -1.8649 -1.2234
H 3.1922 -1.4709 0.2161
*
```

Calculated values
- HOMO-LUMO gap (spin up / spin down) (eV) = 10.9380 / 7.9715

The molecule's Löwdin atomic charges, reported in e, are given here: number 1, Cl, carries 0.2458; number 2, H, carries -0.1556; number 3, C, carries -0.3907; number 4, C, carries -0.1416; number 5, C, carries -0.2510; number 6, C, carries -0.7789; number 7, C, carries -0.1285; number 8, Cl, carries 0.6456; number 9, H, carries 0.1123; number 10, H, carries 0.0688; number 11, H, carries 0.0783; number 12, H, carries 0.0708; number 13, H, carries 0.1336; number 14, H, carries 0.1590; number 15, H, carries 0.0949; number 16, H, carries 0.0827; number 17, H, carries 0.0930; number 18, H, carries 0.0615

***

A cluster of 2 separate species, C34H18F15OSi in total at a distorted geometry, computed with ωB97M-V/def2-TZVPD.

Structure (ORCA input):
```
! RIJCOSX wB97M-V def2-TZVPD def2/J DEFGRID3
* xyz 1 1
F 2.9549 -7.4208 -0.0309
C 2.0233 -6.4621 -0.1984
C 1.1148 -6.1819 0.8206
F 1.0963 -6.9463 1.9308
C 0.2196 -5.1187 0.6768
F -0.6070 -4.8617 1.7188
C 0.1554 -4.3300 -0.4817
Si -0.7498 -2.6688 -0.7393
C -2.0920 -2.5042 0.5833
C -2.3201 -1.4295 1.4547
F -1.4823 -0.3517 1.4212
C -3.4154 -1.3784 2.3159
F -3.5969 -0.3239 3.1374
C -4.3529 -2.4066 2.2970
F -5.4178 -2.3540 3.1138
C -4.2201 -3.4518 1.3840
F -5.1709 -4.3986 1.2691
C -3.0958 -3.4765 0.5673
F -2.9997 -4.4895 -0.3366
C 0.6161 -1.4098 -1.0717
C 1.5748 -0.9264 -0.1631
F 1.8101 -1.5997 0.9969
C 2.3605 0.1840 -0.4651
F 3.4296 0.5079 0.3099
C 2.1092 0.9492 -1.6091
F 2.7608 2.1114 -1.8141
C 1.2440 0.4488 -2.5773
F 0.9371 1.1635 -3.6920
C 0.7145 -0.8280 -2.3500
F 0.3532 -1.5219 -3.4651
O -1.7650 -2.3973 -2.1526
C -2.4026 -1.2727 -2.4711
C -2.2897 -0.0176 -1.8953
C -3.5110 0.7932 -2.1406
C -4.3116 -0.0014 -3.2148
C -3.5946 -1.3656 -3.4012
C 0.9813 -4.7501 -1.5228
F 0.8343 -4.1588 -2.7393
C 1.9318 -5.7626 -1.3998
F 2.7450 -6.0744 -2.4265
H -1.4963 0.2743 -1.2268
H -4.0642 0.9537 -1.1926
H -3.2500 1.7899 -2.5217
H -5.3680 -0.1407 -2.9439
H -4.2967 0.5747 -4.1509
H -3.2214 -1.4882 -4.4303
H -4.2776 -2.2289 -3.2370
C 0.9114 4.5871 2.9808
C 0.5418 3.5501 4.0900
C 1.1580 2.2896 3.5745
C 1.7644 2.4620 2.3367
C 1.6275 3.7878 1.8704
C 2.4568 4.4509 0.8803
C 3.7561 3.9386 0.5789
C 4.7901 4.7402 0.0862
C 4.5157 6.0740 -0.2394
C 3.2082 6.5863 -0.0807
C 2.2003 5.7914 0.4599
H -0.0006 5.0113 2.5411
H 1.5049 5.4077 3.4232
H 0.8980 3.8610 5.0854
H -0.5528 3.4252 4.1657
H 0.9772 1.3301 4.0540
H 2.2871 1.6885 1.7727
H 3.9853 2.9101 0.8624
H 5.8048 4.3164 -0.0226
H 5.3557 6.7012 -0.5802
H 2.9995 7.6218 -0.3799
H 1.2132 6.2173 0.6047
*
```

Calculated values
- HOMO-LUMO gap (eV) = 4.5717

The molecule's Löwdin atomic charges, reported in e, are given here: number 1, F, carries 0.1363; number 2, C, carries -0.0995; number 3, C, carries -0.1159; number 4, F, carries 0.1228; number 5, C, carries -0.1741; number 6, F, carries 0.0947; number 7, C, carries -0.0573; number 8, Si, carries 0.8528; number 9, C, carries -0.0591; number 10, C, carries -0.1712; number 11, F, carries 0.0620; number 12, C, carries -0.1223; number 13, F, carries 0.1096; number 14, C, carries -0.1043; number 15, F, carries 0.1368; number 16, C, carries -0.1100; number 17, F, carries 0.1307; number 18, C, carries -0.1882; number 19, F, carries 0.0960; number 20, C, carries -0.0590; number 21, C, carries -0.1793; number 22, F, carries 0.0879; number 23, C, carries -0.1370; number 24, F, carries 0.0716; number 25, C, carries -0.1073; number 26, F, carries 0.1196; number 27, C, carries -0.1054; number 28, F, carries 0.1216; number 29, C, carries -0.1788; number 30, F, carries 0.1100; number 31, O, carries -0.1007; number 32, C, carries -0.3436; number 33, C, carries -0.0539; number 34, C, carries -0.1929; number 35, C, carries -0.1553; number 36, C, carries -0.1004; number 37, C, carries -0.1862; number 38, F, carries 0.0931; number 39, C, carries -0.1158; number 40, F, carries 0.1253; number 41, H, carries 0.0870; number 42, H, carries 0.1105; number 43, H, carries 0.1013; number 44, H, carries 0.1078; number 45, H, carries 0.1078; number 46, H, carries 0.1212; number 47, H, carries 0.1259; number 48, C, carries -0.0864; number 49, C, carries -0.1294; number 50, C, carries 0.0720; number 51, C, carries 0.0100; number 52, C, carries -0.0346; number 53, C, carries -0.1574; number 54, C, carries 0.0020; number 55, C, carries -0.0394; number 56, C, carries -0.0240; number 57, C, carries -0.0391; number 58, C, carries -0.0023; number 59, H, carries 0.1376; number 60, H, carries 0.1474; number 61, H, carries 0.1408; number 62, H, carries 0.1400; number 63, H, carries 0.1355; number 64, H, carries 0.1043; number 65, H, carries 0.1093; number 66, H, carries 0.1290; number 67, H, carries 0.1271; number 68, H, carries 0.1222; number 69, H, carries 0.1209

***

The molar mass results, record by record, are as follows: 99.13 142.05 755.57 g mol⁻¹.
The relative energy (zero: lowest compared OMol25 entry of this formula, charge and spin) results, record by record, are as follows: 107.1 16.6 9.8 kcal per mole.